C31H56AlN7O as an isolated structure, computed with ωB97M-V with the def2-TZVPD basis set.

Geometry as XYZ:
```
96
Properties=species:S:1:pos:R:3:forces:R:3:mulliken_charge:R:1
Al -2.166478 -3.946585 -2.170888 -0.214 0.243 -0.771 1.10
C -1.844274 -0.057459 0.849241 -2.686 1.364 2.734 -0.69
C -1.153695 -0.230937 -0.596623 3.078 -0.087 -1.727 1.80
C 0.317685 -0.219093 -0.625557 1.586 1.006 0.432 -0.42
O -1.717148 -1.221536 -1.098479 -1.432 -0.777 0.124 -0.27
H -1.725933 -0.849827 1.592003 0.851 -0.754 -1.015 -0.21
H -2.922689 0.090951 0.804282 0.022 0.064 -0.650 0.43
H -1.433718 0.854291 1.302151 0.537 0.064 -0.817 0.20
H -1.535027 0.713016 -1.164954 -1.040 0.135 0.929 -0.43
H 0.691802 -0.446079 -1.625146 -0.212 -0.600 0.066 -0.86
H 0.805979 -0.837487 0.143372 -0.218 -0.324 -0.243 0.31
H 0.753166 0.770862 -0.427468 -0.502 0.081 0.246 0.70
C -4.526126 0.986396 -1.518036 -0.992 0.037 0.695 -0.73
C -4.677422 1.170305 -3.011308 -0.449 0.231 0.060 -0.83
C -3.537457 0.548187 -3.801208 0.402 -0.144 -0.007 0.90
C -3.600863 -0.914665 -3.835432 -0.140 -0.192 -0.385 0.04
N -3.686341 -2.055159 -3.974695 0.393 -0.088 0.812 -0.51
H -3.890414 1.747479 -1.050754 0.375 -0.268 -0.099 0.24
H -4.306201 -0.043906 -1.222542 0.465 0.017 -0.121 0.15
H -5.497270 1.146971 -1.035166 0.086 0.179 -0.080 0.41
H -4.762995 2.237807 -3.213932 0.235 -0.003 -0.192 0.37
H -5.636052 0.753605 -3.322157 0.097 -0.147 -0.156 0.41
H -2.576705 0.806782 -3.333789 -0.015 -0.001 -0.050 -0.85
H -3.459211 0.879707 -4.838820 -0.197 0.045 0.007 0.60
C 1.371740 3.616263 -3.006450 -0.455 0.749 0.339 -1.57
C 0.319331 2.576122 -3.371131 0.475 0.200 -0.481 1.33
C -0.946602 3.217635 -3.929115 -0.394 0.388 -0.378 -0.26
C -1.566675 4.170387 -3.021232 -0.038 0.096 0.694 0.11
N -1.983645 4.908457 -2.245427 -0.081 -0.173 -0.071 -0.45
H 2.258397 3.248285 -2.494436 0.053 -0.305 -0.276 0.40
H 0.953098 4.377649 -2.339404 -0.065 -0.138 0.025 0.45
H 1.643953 4.166685 -3.908691 0.280 -0.149 0.021 0.38
H 0.087843 1.910552 -2.528737 -0.062 0.040 -0.042 -0.62
H 0.725683 1.984605 -4.195070 -0.112 -0.318 0.180 -0.23
H -1.697230 2.481205 -4.209463 0.052 -0.076 -0.045 -0.07
H -0.755913 3.797052 -4.837888 0.321 -0.236 -0.061 0.51
C 2.852879 -1.210021 -6.404169 -0.142 -0.876 0.581 -1.26
C 2.683284 -0.091580 -5.376766 -0.577 -0.601 -1.279 -0.68
C 2.004707 -0.565374 -4.097524 1.194 0.912 1.168 0.06
C 0.702528 -1.204468 -4.128086 -0.720 -0.408 -0.332 0.36
N -0.314424 -1.757102 -4.101690 0.559 0.383 0.427 -0.46
H 2.016634 -1.912631 -6.302533 -0.172 0.231 -0.348 0.33
H 3.708178 -1.854987 -6.191716 0.246 0.325 -0.104 0.30
H 2.889510 -0.857671 -7.428603 0.128 0.056 -0.023 0.38
H 2.043583 0.658907 -5.847696 0.079 0.208 0.208 0.26
H 3.637194 0.370077 -5.137400 -0.039 0.079 0.198 0.50
H 1.960009 0.349728 -3.491247 -0.491 -0.224 0.186 0.06
H 2.662754 -1.203007 -3.493527 -0.008 -0.263 -0.324 0.23
C -1.438541 -2.850751 3.181907 0.021 -1.370 -0.681 -0.68
C -0.835275 -3.926524 4.124916 -0.714 1.457 0.277 -0.66
C 0.579024 -3.555481 4.580003 -0.036 -0.685 0.292 -0.59
C 1.470242 -3.414890 3.434029 0.309 0.246 0.219 0.31
N 2.158771 -3.271789 2.526116 -0.167 0.091 -0.186 -0.39
H -0.655026 -2.513314 2.495268 -0.011 0.595 0.260 -0.04
H -1.993630 -2.095611 3.732736 0.393 0.394 -0.076 0.36
H -2.156907 -3.343382 2.514567 -0.162 0.058 0.213 0.27
H -0.904266 -4.906989 3.668997 0.216 -0.140 0.105 0.36
H -1.470292 -3.862624 5.008708 0.073 -0.670 0.098 0.34
H 0.977137 -4.321990 5.249977 0.041 -0.128 -0.198 0.40
H 0.584364 -2.659945 5.203572 -0.029 0.249 -0.340 0.26
C 5.433592 -2.042014 -1.741435 0.767 -0.565 0.322 -1.40
C 4.260844 -2.167685 -0.779281 0.250 0.420 0.590 0.54
C 4.649651 -1.601676 0.598277 -1.021 1.026 0.006 0.24
C 5.654569 -2.348750 1.323872 0.189 0.226 -0.043 0.05
N 6.467706 -2.915089 1.899231 0.069 -0.206 0.092 -0.46
H 6.347407 -2.382165 -1.237609 -0.143 0.002 0.119 0.48
H 5.661495 -1.009463 -2.009589 -0.302 -0.030 -0.256 0.35
H 5.390845 -2.712900 -2.600727 -0.369 0.370 -0.222 0.36
H 3.920357 -3.195008 -0.659871 -0.042 -0.034 -0.148 0.36
H 3.421001 -1.529738 -1.072786 -0.165 -0.243 -0.354 -0.41
H 3.777212 -1.457390 1.251776 0.010 -0.646 -0.079 -0.52
H 4.922397 -0.546379 0.467808 0.706 -0.259 0.003 0.44
C -4.667272 1.631923 5.808165 -0.635 -0.655 0.155 -1.18
C -3.539027 2.247045 5.050148 0.303 1.510 -0.668 -0.57
C -3.539883 1.911152 3.551504 0.222 -0.709 -0.356 0.46
C -4.777747 2.218391 2.825309 -0.336 0.109 0.298 0.17
N -5.756073 2.442669 2.263932 0.299 -0.114 -0.035 -0.44
H -4.728117 0.558613 5.596446 0.045 -0.008 0.161 0.30
H -5.635561 2.045081 5.524473 0.054 0.111 -0.030 0.36
H -4.553558 1.756376 6.881943 0.032 0.037 0.026 0.36
H -2.567206 2.043277 5.499999 0.050 -0.381 -0.218 0.32
H -3.597516 3.342991 5.062613 -0.146 -0.080 0.329 0.32
H -3.388346 0.825271 3.419054 0.083 0.142 0.035 -0.27
H -2.747977 2.434872 3.005561 0.130 -0.009 0.259 0.23
C 1.260722 0.807637 2.760979 0.019 -0.242 -0.511 -0.41
C 1.770577 0.811382 4.189696 -0.383 0.791 -0.180 -0.78
C 3.135572 0.169021 4.379428 0.510 0.331 0.214 -0.14
C 4.109551 0.777497 3.462313 -0.231 -0.211 0.344 0.08
N 4.851529 1.246789 2.728279 0.173 0.161 -0.388 -0.48
H 0.348211 1.408968 2.720664 -0.066 -0.120 -0.171 0.19
H 1.097348 -0.198120 2.350491 -0.234 -0.064 0.318 -0.09
H 1.990207 1.251720 2.075252 -0.025 0.202 0.201 0.42
H 1.004804 0.470313 4.889187 0.216 -0.543 -0.040 0.38
H 1.854422 1.872336 4.450198 0.265 -0.074 0.080 0.36
H 3.211976 -0.908174 4.215322 -0.385 -0.024 0.119 0.10
H 3.471258 0.404126 5.392491 0.095 -0.303 -0.011 0.41
```
Forces are in eV/Å.

Values from the calculation:
max |F|: 0.0791 Eh/bohr
orbital gap: 2.3 eV
molar mass: 569.82 u
total charge: +2
energy above the lowest of the compared OMol25 structures with the same formula, charge and spin: 0.000 eV